Computed, not measured: a structure of composition C7H12O3, with wB97M-V/def2-TZVPD.

## Properties
HOMO: -0.318 Ha
Calculated total energy: -499.3395 Eh
Energy above the lowest of the compared OMol25 structures with the same formula, charge and spin: 8.355 eV

Element x y z (Å)
O (2.186060, 0.683949, 4.048208)
C (2.153777, 0.832903, 2.643213)
C (2.565369, -0.422241, 1.915146)
C (3.927770, -1.181515, 1.974578)
C (3.070881, -1.962802, 0.946953)
C (1.917724, -1.833906, 1.977577)
C (2.607202, -0.585003, 0.371205)
C (1.772445, -0.446923, -0.879757)
O (1.711846, 0.873961, -1.166680)
H (3.105813, 0.546950, 4.309370)
H (1.123665, 1.097244, 2.367261)
H (2.797820, 1.670445, 2.324421)
H (4.859800, -0.733625, 1.608918)
H (4.145106, -1.693515, 2.921519)
H (3.358874, -2.859917, 0.385619)
H (2.050161, -2.372990, 2.924698)
H (0.891221, -1.935508, 1.604837)
H (0.677869, -0.431369, -0.130893)
H (1.328026, -1.462930, -0.888085)
O (3.982928, 0.584247, -0.304348)
H (2.799292, 1.428118, -0.923272)
H (4.524213, 0.894202, 0.424139)

Forces on atoms 1 to 2 (eV/Å):
0.163 -0.105 0.179
0.008 0.116 -0.328



Computed, not measured: a structure of composition C32H62AsBaN11O4P2S5, with wB97M-V/def2-TZVPD.

## Properties
HOMO: -0.057 Ha
Calculated total energy: -7095.0241 Eh
Energy above the lowest of the compared OMol25 structures with the same formula, charge and spin: 0.000 eV
Charge: -2

Element x y z (Å)
Ba (0.731101, -0.252814, 0.505666)
S (0.078551, 0.069475, -4.918769)
As (0.721964, 0.987936, -3.096765)
S (-0.996616, 0.945208, -1.687357)
S (2.292537, -0.193263, -2.121390)
S (1.322588, 3.034175, -3.379523)
C (1.438216, 0.633710, 3.893346)
N (2.573563, 0.436250, 2.992449)
C (3.513783, 1.527992, 3.193989)
C (3.187446, -0.863478, 3.260086)
C (4.185690, -1.320144, 2.204722)
N (3.587906, -1.696900, 0.929013)
C (2.871329, -2.962774, 1.021653)
C (4.607322, -1.808143, -0.104770)
H (1.765272, 0.648191, 4.948126)
H (0.728262, -0.180735, 3.745091)
H (0.944162, 1.584163, 3.680034)
H (3.845153, 1.568290, 4.247673)
H (3.031256, 2.472222, 2.941632)
H (4.391070, 1.429470, 2.562781)
H (2.375672, -1.587187, 3.331518)
H (3.703370, -0.844529, 4.239190)
H (4.759008, -2.169778, 2.622795)
H (4.913553, -0.528227, 2.011714)
H (3.544443, -3.782848, 1.333190)
H (2.461958, -3.206794, 0.038204)
H (2.033666, -2.886536, 1.714824)
H (5.331694, -2.608943, 0.131857)
H (5.149249, -0.869473, -0.213532)
H (4.133277, -2.022471, -1.062098)
C (-2.933032, 2.527010, -4.417211)
C (-2.283783, 3.623769, -3.573157)
C (-2.902243, 3.752244, -2.257094)
N (-3.412614, 3.849370, -1.228844)
H (-2.408157, 2.450106, -5.367978)
H (-3.992110, 2.728714, -4.596621)
H (-2.817670, 1.566242, -3.916916)
H (-2.346930, 4.599706, -4.062449)
H (-1.216787, 3.401476, -3.433481)
N (2.590281, 4.664826, -0.866754)
C (1.612508, 3.917083, -0.289391)
N (2.030824, 2.790936, 0.219588)
C (3.370362, 2.727637, -0.160552)
C (4.288267, 1.692955, -0.030352)
C (5.557191, 1.874955, -0.542815)
C (5.914687, 3.060037, -1.202009)
C (5.002936, 4.083247, -1.376421)
C (3.732226, 3.887605, -0.849275)
H (2.394543, 5.376616, -1.547386)
H (0.592668, 4.264397, -0.256308)
H (3.976019, 0.754161, 0.402292)
H (6.283332, 1.073038, -0.475939)
H (6.910898, 3.156063, -1.616509)
H (5.254521, 4.977600, -1.932407)
C (-0.194988, -5.526130, -3.394126)
N (0.230957, -4.281681, -4.009378)
C (-0.926370, -3.646112, -4.644355)
N (-2.055536, -3.447711, -3.735689)
C (-2.404448, -4.720062, -3.132648)
N (-1.302547, -5.397682, -2.444857)
C (-0.884561, -4.623435, -1.266677)
P (-0.294178, -2.892849, -1.632777)
C (0.840773, -3.369108, -3.030263)
C (-1.732048, -2.429606, -2.723274)
H (0.656235, -5.979090, -2.876836)
H (-0.521117, -6.204657, -4.190337)
H (-1.259586, -4.294329, -5.463013)
H (-0.622869, -2.676451, -5.040225)
H (-2.758039, -5.389048, -3.925516)
H (-3.217927, -4.564754, -2.417656)
H (-0.090468, -5.172308, -0.749766)
H (-1.726646, -4.563382, -0.572203)
H (1.746948, -3.831783, -2.623475)
H (1.146210, -2.446124, -3.526804)
H (-1.479847, -1.492411, -3.222795)
H (-2.606132, -2.249485, -2.092444)
C (-4.394055, 0.422398, -0.476144)
O (-4.215524, -0.157239, 0.825132)
P (-2.767214, -0.859475, 1.144869)
O (-3.144644, -1.237963, 2.688205)
C (-2.582257, -0.370542, 3.675668)
O (-2.956914, -2.328802, 0.475428)
C (-4.067607, -3.155065, 0.804446)
H (-5.216676, 1.130569, -0.401207)
H (-4.632543, -0.355477, -1.205732)
H (-3.502682, 0.947443, -0.813707)
H (-2.847781, -0.781335, 4.649090)
H (-2.993029, 0.637246, 3.592524)
H (-1.495000, -0.340327, 3.575196)
H (-4.105793, -3.950253, 0.059896)
H (-4.998579, -2.585405, 0.779454)
H (-3.935904, -3.587686, 1.797283)
C (-5.698893, 2.201289, 4.360872)
C (-4.797094, 3.430132, 4.485890)
C (-3.531021, 3.292770, 3.700812)
N (-2.365996, 3.181231, 4.239992)
N (-1.358160, 3.000225, 3.329602)
C (-1.796138, 2.981277, 2.097580)
N (-0.997494, 2.839071, 1.021913)
S (-3.515588, 3.216194, 1.965099)
H (-6.612124, 2.326759, 4.945674)
H (-5.181609, 1.309228, 4.715911)
H (-5.979898, 2.021840, 3.322037)
H (-4.502933, 3.585507, 5.524889)
H (-5.339602, 4.322903, 4.161625)
H (-0.015292, 2.684046, 1.208739)
H (-1.331039, 2.518420, 0.110652)
C (0.554326, -3.274250, 4.298120)
C (-0.364377, -2.890778, 3.126481)
C (-0.632169, -4.122494, 2.256371)
O (0.144909, -1.844683, 2.387115)
H (0.108512, -4.062978, 4.913810)
H (0.740980, -2.405665, 4.935181)
H (1.518448, -3.639417, 3.927695)
H (-1.339081, -2.626595, 3.580782)
H (0.301405, -4.494790, 1.821754)
H (-1.291008, -3.838123, 1.437161)
H (-1.097523, -4.935512, 2.825241)

Forces on atoms 1 to 2 (eV/Å):
0.242 -0.136 0.165
0.017 -0.026 0.009



Computed, not measured: a structure of composition C13H3Cl3N4O4PdS2, with wB97M-V/def2-TZVPD.

## Properties
HOMO (spin up / spin down): -0.340 / -0.350 Ha
Calculated total energy: -3321.8513 Eh
Energy above the lowest of the compared OMol25 structures with the same formula, charge and spin: 0.000 eV
<S²>: 6.045
Spin multiplicity: 5

Element x y z (Å)
Pd (-0.042603, 0.095854, 0.078683)
S (2.321760, -0.490097, 0.594191)
C (1.670508, -1.352079, 1.933622)
S (-0.050052, -1.371604, 2.033284)
C (2.474004, -1.938301, 2.902724)
C (3.876213, -1.905935, 2.813295)
N (5.022235, -1.890908, 2.743254)
C (1.914533, -2.530250, 4.047664)
N (1.467924, -3.004859, 4.992158)
O (-1.121426, -3.175907, -6.159256)
C (-0.377420, -3.711470, -5.389510)
O (0.330120, -4.672347, -5.262062)
C (-0.279473, -2.790504, -3.968518)
C (0.521654, -3.247119, -2.941755)
C (0.594735, -2.468014, -1.796522)
N (-0.092940, -1.336292, -1.690473)
C (-0.855464, -0.913366, -2.688920)
C (-0.986640, -1.615610, -3.881243)
C (-1.620424, 0.459128, -2.491815)
O (-2.348020, 0.807759, -3.387144)
O (-1.355549, 1.024310, -1.399853)
H (1.067800, -4.171504, -3.033628)
H (1.221581, -2.752722, -0.955813)
H (-1.611149, -1.234617, -4.675283)
Cl (-3.016047, 3.933214, 0.908614)
C (-1.531683, 3.946547, 1.906409)
Cl (-1.930054, 3.870442, 3.645924)
Cl (-0.557270, 5.407909, 1.566101)
C (-0.730284, 2.806947, 1.576613)
N (-0.042654, 1.913381, 1.340742)

Forces on atoms 1 to 2 (eV/Å):
0.142 -0.567 -0.889
-0.358 -0.393 0.777



Computed, not measured: a structure of composition C6H10IN2, with wB97M-V/def2-TZVPD.

## Properties
HOMO: -0.486 Ha
Calculated total energy: -641.4767 Eh
Energy above the lowest of the compared OMol25 structures with the same formula, charge and spin: 2.303 eV
Charge: +1

Element x y z (Å)
C (-2.664083, -1.114824, 0.672220)
C (-0.870256, -0.166232, -0.111120)
C (-2.582139, 0.295199, 1.162686)
C (2.026270, -0.449589, 0.069192)
C (1.074662, 0.969680, -1.878618)
C (0.922310, -0.215547, -1.020337)
N (-1.590539, -1.364298, 0.003555)
N (-1.433894, 0.815839, 0.502501)
I (1.088251, 2.712277, -0.667153)
H (-3.519943, -1.743895, 0.774529)
H (-3.514805, 0.663254, 0.632638)
H (-2.550257, 0.696651, 2.187180)
H (2.260112, 0.405343, 0.690484)
H (2.890742, -0.486414, -0.475313)
H (1.808400, -1.327893, 0.675698)
H (2.084842, 1.040464, -2.511516)
H (0.249651, 1.174928, -2.559754)
H (0.822189, -1.261220, -1.344586)
H (-1.075447, 1.695292, 0.612115)

Forces on atoms 1 to 2 (eV/Å):
2.167 1.452 1.043
3.872 -1.283 -1.609